Computed, not measured: the ion C41H40N3O2 with charge +1, with wB97M-V/def2-TZVPD.

The geometry in XYZ format:
```
86
Properties=species:S:1:pos:R:3:forces:R:3
O 2.451 1.543 -0.491 -0.410 -2.002 -0.090
O -3.299 4.415 3.233 0.220 -0.935 -1.160
N 2.259 -0.938 -2.386 0.090 0.633 -0.534
N -3.538 2.284 2.350 0.357 1.205 0.399
N -1.850 2.267 0.858 0.241 -0.580 -0.231
C 4.087 -1.391 3.136 -0.097 0.017 -0.387
C 3.023 -0.417 0.720 0.340 -0.184 0.228
C 4.136 0.215 1.311 -0.124 -0.281 0.231
C 2.132 -2.215 -2.918 0.060 0.241 -0.002
C -0.541 3.037 4.190 -0.080 -0.176 0.034
C -4.547 1.877 3.291 -0.225 -0.225 0.310
C -4.341 -0.530 1.147 -0.347 -0.476 -0.111
C 1.220 -4.450 -2.775 0.349 0.801 0.422
C -0.032 3.142 2.892 0.488 0.217 0.241
C 1.363 -0.467 -1.245 0.654 -0.365 0.016
C 1.423 1.264 3.327 0.112 -0.081 0.092
C -1.926 3.621 1.357 -0.207 0.428 -0.352
C 2.560 -2.451 -4.255 -0.662 -0.301 0.277
C 3.112 -2.126 2.449 -0.013 0.044 -0.112
C -1.128 -2.208 -4.930 -0.101 0.098 -0.109
C 2.281 0.326 -0.344 1.037 1.522 0.772
C 1.570 -3.255 -2.165 -0.410 -0.775 0.023
C 2.957 0.008 -3.054 -0.131 -0.949 0.356
C 1.022 2.314 2.507 -0.227 -0.198 -0.027
C 1.468 -4.633 -4.146 0.267 0.243 -0.652
C -2.220 0.190 2.247 -0.117 0.648 -0.208
C -0.126 -0.148 -4.184 0.023 -0.229 0.171
C -0.756 0.629 -0.558 0.228 0.024 0.021
C -0.490 -0.460 -2.871 -0.031 0.541 0.601
C 2.601 -1.663 1.234 0.293 0.463 0.034
C -3.900 0.767 0.477 0.550 0.341 0.174
C -0.878 1.867 -0.016 -0.663 -0.419 -0.394
C 0.828 1.077 4.574 -0.025 0.109 -0.010
C 3.545 -0.258 -4.288 0.154 -0.029 -0.087
C -0.128 1.995 5.022 0.086 -0.062 -0.075
C 4.651 -0.264 2.517 -0.069 -0.111 -0.023
C -1.634 -2.425 -3.652 -0.075 0.139 0.373
C -3.002 3.538 2.424 -0.233 0.059 0.860
C -0.607 4.134 1.919 -0.011 0.351 0.315
C -0.412 -1.043 -5.207 -0.098 0.061 0.001
C -3.284 -0.902 2.218 -0.031 -0.516 0.232
C 0.163 0.330 -1.723 -0.631 0.526 -0.655
C 2.158 -3.674 -4.863 -0.120 -0.337 0.113
C -2.849 1.371 1.456 0.032 0.122 -0.099
C 3.282 -1.450 -4.927 0.085 0.067 0.087
C -1.322 -1.547 -2.604 0.259 -0.196 -0.543
H -2.306 4.288 0.563 0.197 0.048 0.244
H 2.369 -3.816 -5.926 0.029 -0.027 0.390
H -1.287 -0.107 1.756 -0.205 0.042 0.291
H -4.110 1.308 4.125 -0.115 0.136 -0.131
H -3.749 -0.997 3.208 0.077 -0.100 -0.302
H -5.330 -0.408 1.611 0.281 -0.147 -0.197
H -1.358 -0.203 -0.195 0.063 0.299 -0.235
H 1.114 -5.542 -4.635 0.204 0.259 0.090
H -1.689 -1.732 -1.590 0.165 -0.016 -0.420
H -1.265 3.776 4.541 0.124 -0.347 -0.124
H 5.480 0.253 3.001 -0.232 -0.118 -0.181
H -2.831 -1.869 1.974 -0.121 0.077 0.181
H -3.432 0.597 -0.499 -0.176 0.035 0.149
H 0.406 0.789 -4.378 -0.069 -0.362 -0.005
H -2.270 -3.286 -3.448 0.166 0.132 -0.114
H 4.421 -1.718 4.128 -0.054 0.143 -0.530
H 4.192 0.500 -4.715 -0.245 -0.071 -0.086
H -4.436 -1.331 0.406 -0.085 0.102 0.171
H -1.973 0.543 3.258 0.049 -0.174 -0.281
H 2.212 0.594 2.981 -0.291 0.224 0.273
H 1.418 -3.132 -1.096 -0.136 -0.092 -0.382
H -1.325 -2.925 -5.727 -0.021 0.192 0.200
H 0.085 4.322 1.094 0.020 0.082 0.146
H -4.726 1.482 0.368 0.306 -0.179 -0.169
H -0.559 1.898 6.019 0.154 0.037 -0.242
H 1.519 2.485 1.549 -0.195 -0.143 0.231
H -5.292 1.252 2.795 0.009 0.173 0.136
H -0.828 5.081 2.425 0.094 -0.038 -0.185
H 1.004 -1.338 -0.700 0.095 0.119 -0.300
H 3.082 0.966 -2.560 -0.263 -0.089 -0.085
H 4.591 1.071 0.810 -0.330 -0.059 0.322
H 3.637 -1.655 -5.938 -0.027 0.150 0.244
H -0.197 2.656 -0.353 -0.349 -0.192 0.107
H -5.024 2.778 3.691 0.157 -0.251 -0.115
H 1.895 -2.277 0.674 -0.023 0.242 0.520
H 0.542 1.278 -2.135 -0.087 -0.184 0.120
H 0.742 -5.231 -2.189 0.145 0.129 -0.126
H 2.733 -3.063 2.861 0.143 0.293 -0.077
H 1.138 0.242 5.207 -0.118 0.290 -0.167
H -0.074 -0.824 -6.217 -0.123 -0.090 0.120
```
Forces are in eV/Å.

Output
charge: +1
HOMO energy: -10.11 eV
total energy: -51726.2422 eV
frontier orbital gap: 0.2107 Ha
ΔE to the lowest compared entry with this formula, charge and spin: 0.0 kJ/mol
SMILES: CN1C(=O)[C@@H](Cc2ccccc2)N(/C=C/[C@H](c2ccccc2)[C@H](C(=O)c2ccccc2)[n+]2cccc3ccccc32)C12CCCC2


Computed, not measured: a structure of composition C29H28Cl2F4InN2SSb, with wB97M-V/def2-TZVPD.

The geometry in XYZ format:
```
68
Properties=species:S:1:pos:R:3:forces:R:3
Sb 2.882 2.074 1.510 0.225 -0.052 0.041
In 0.236 -0.267 -0.061 -0.049 1.293 -0.265
Cl -0.740 -2.619 0.961 -0.175 0.167 0.211
Cl 1.029 -2.686 -1.328 0.072 0.037 -0.170
S 2.600 -0.109 0.583 -0.505 0.051 -0.020
F 1.654 1.856 -3.588 0.046 0.100 -0.088
F -1.653 -1.179 -2.206 -0.023 -0.073 -0.103
F -1.478 -2.457 -4.602 -0.025 0.003 0.026
F 1.816 0.611 -5.964 0.032 0.000 -0.015
N -1.711 0.766 0.852 0.733 -0.437 -0.004
N -0.157 1.095 -1.644 0.024 -1.156 0.702
C -0.059 0.411 -2.877 0.118 0.147 -0.466
C 1.349 4.582 -1.676 0.038 -0.002 -0.042
C 7.211 1.651 1.243 -0.003 -0.054 0.021
C 1.064 4.552 1.097 -0.031 0.058 0.035
C -1.449 1.747 -1.426 -0.036 0.099 -0.118
C 0.586 5.552 -1.039 0.017 -0.064 -0.031
C 1.487 2.477 4.263 0.037 0.048 0.011
C -0.839 -0.705 -3.189 0.068 0.082 0.179
C 2.838 0.477 4.076 0.018 -0.002 -0.009
C 1.609 0.922 6.094 0.009 -0.008 0.013
C 0.289 -3.653 -0.046 0.191 -0.348 -0.148
C 0.947 0.165 -5.065 -0.041 -0.039 0.057
C 4.947 2.403 1.164 -0.615 -0.063 0.152
C -0.734 -1.375 -4.389 0.022 0.047 -0.018
C -1.672 2.009 0.057 0.023 0.230 -0.358
C 2.471 0.115 5.363 0.018 -0.005 0.000
C -2.967 0.030 0.630 -0.126 -0.149 -0.082
C 1.817 3.583 0.443 0.315 -0.524 0.520
C 1.119 2.099 5.548 -0.036 0.081 -0.020
C 1.981 3.594 -0.935 -0.015 -0.086 -0.076
C 6.683 3.833 0.360 0.013 -0.012 0.001
C 2.336 1.654 3.534 0.071 0.356 -0.558
C 0.155 -0.931 -5.351 0.027 0.018 -0.025
C 0.453 5.543 0.343 -0.070 0.048 0.081
C 7.615 2.856 0.683 -0.009 0.041 -0.019
C 5.335 3.612 0.602 -0.036 0.058 0.004
C -1.544 1.046 2.288 -0.049 0.044 0.152
C 5.867 1.414 1.488 0.022 -0.032 0.008
C 0.856 0.819 -3.845 -0.171 -0.068 0.129
H -0.841 2.621 0.418 -0.065 -0.004 0.089
H 3.512 -0.154 3.510 -0.038 -0.061 -0.001
H -2.987 -0.869 1.244 0.015 0.033 0.018
H 2.863 -0.798 5.792 0.006 0.018 0.025
H 1.126 3.414 3.858 -0.042 -0.052 0.056
H 0.956 4.558 2.174 0.009 0.036 -0.052
H -1.430 2.720 -1.929 -0.071 -0.005 0.030
H -2.604 2.567 0.184 0.020 -0.014 0.131
H -3.822 0.654 0.907 0.048 0.023 0.011
H 1.071 -4.077 0.573 -0.009 0.045 0.036
H -3.065 -0.263 -0.412 0.018 0.028 0.004
H 1.329 0.640 7.101 -0.006 -0.014 -0.013
H 1.469 4.590 -2.751 -0.029 0.025 -0.005
H 7.941 0.891 1.487 0.008 0.013 0.004
H 4.608 4.377 0.357 0.014 -0.004 -0.019
H -1.555 0.112 2.849 -0.005 0.010 0.003
H -0.595 1.549 2.468 0.048 0.038 -0.008
H 0.457 2.735 6.121 0.025 -0.014 0.023
H 5.552 0.471 1.919 0.030 -0.009 -0.002
H 8.665 3.035 0.497 -0.004 -0.010 -0.010
H -0.117 6.316 0.842 -0.021 -0.012 -0.021
H -0.333 -4.419 -0.497 -0.048 0.048 -0.001
H 7.001 4.767 -0.083 0.018 0.002 0.019
H -2.282 1.179 -1.852 -0.023 0.061 0.010
H 0.238 -1.434 -6.304 -0.006 -0.010 0.005
H -2.353 1.683 2.660 0.001 -0.019 -0.045
H 2.580 2.845 -1.439 -0.037 -0.014 -0.005
H 0.098 6.321 -1.623 0.021 0.025 0.013
```
Forces are in eV/Å.

Output
charge: +2
HOMO energy: -14.01 eV
total energy: -91953.5011 eV
frontier orbital gap: 0.2727 Ha
ΔE to the lowest compared entry with this formula, charge and spin: 52.9 kJ/mol


Computed, not measured: a structure of composition C28H27N3O3SiTc, with wB97M-V/def2-TZVPD.

The geometry in XYZ format:
```
63
Properties=species:S:1:pos:R:3:forces:R:3
Tc -0.094 -0.195 -0.075 -2.114 -0.753 1.946
Si -1.270 -2.792 1.850 -2.325 -1.685 1.142
O -2.042 3.127 1.103 0.171 -0.257 -0.107
O -3.353 1.990 -1.069 0.489 -0.161 0.096
O -0.629 -1.398 1.077 1.357 1.397 -1.873
N 0.795 1.054 1.391 -0.035 -0.026 -1.088
N -1.345 1.287 -0.129 0.984 -0.525 0.258
N -1.199 -0.711 -1.813 0.573 0.788 0.155
C 2.375 1.780 3.001 -0.008 -0.152 -0.075
C -2.899 -1.045 -3.970 0.001 0.018 -0.010
C 0.801 -2.809 3.685 -0.127 -0.089 -0.002
C -4.926 -2.543 -0.131 0.394 -0.018 -0.033
C -5.871 -2.357 0.860 0.082 0.042 0.626
C -0.740 -2.724 3.656 0.619 0.418 -0.161
C -0.007 -6.751 -0.242 -0.061 -0.022 0.036
C -3.118 -0.017 -3.061 0.079 0.032 0.124
C -5.450 -2.317 2.191 -0.210 -0.023 -0.232
C -0.760 -4.343 0.974 0.537 0.291 -0.312
C 0.359 3.031 2.650 -0.074 -0.132 -0.075
C -2.414 1.251 -1.031 -0.938 -0.025 -0.414
C 0.526 -4.518 0.452 0.062 0.032 0.083
C -1.812 -1.886 -3.791 0.097 -0.055 0.138
C -4.107 -2.434 2.526 -0.205 0.142 0.315
C 0.905 -5.709 -0.145 0.057 -0.009 -0.070
C -1.156 -1.414 4.336 -0.131 0.036 -0.043
C -3.132 -2.607 1.550 0.350 0.075 -0.549
C -1.656 -5.412 0.880 -0.231 0.075 0.106
C -1.287 -6.602 0.275 0.158 -0.043 0.005
C -1.306 -3.938 4.404 -0.178 -0.076 -0.189
C 1.959 0.890 2.026 0.297 -0.033 0.170
C -0.980 -1.688 -2.705 0.147 -0.253 -0.061
C -3.588 -2.679 0.218 0.290 0.115 -0.005
C -1.253 2.259 0.888 -0.100 0.644 0.432
C 1.566 2.861 3.318 -0.003 0.010 0.002
C -2.246 0.124 -2.004 -0.209 -0.157 -0.252
C 0.013 2.108 1.687 -0.098 0.234 0.140
H -0.993 -3.892 5.449 0.049 0.024 0.011
H -0.934 -4.875 3.987 0.017 -0.011 -0.002
H 0.285 -7.685 -0.702 0.007 0.001 -0.017
H 1.265 -1.965 3.166 0.037 0.046 -0.008
H 1.269 -3.731 0.553 0.023 0.051 -0.041
H -3.859 -2.390 3.579 0.103 -0.014 -0.038
H -0.308 3.858 2.847 -0.015 0.005 -0.003
H 1.912 -5.835 -0.519 0.008 0.009 -0.020
H -2.876 -2.869 -0.580 0.065 -0.029 -0.018
H -6.922 -2.250 0.631 0.001 -0.018 -0.074
H -2.236 -1.278 4.390 0.019 -0.018 -0.034
H -3.559 -1.176 -4.817 -0.010 0.005 -0.014
H -0.125 -2.325 -2.528 0.060 -0.060 0.010
H -0.738 -0.545 3.818 0.023 0.038 0.008
H -2.653 -5.331 1.297 -0.027 0.078 -0.053
H -2.396 -3.981 4.392 0.011 0.047 -0.008
H 3.323 1.621 3.494 0.005 -0.012 0.016
H -1.992 -7.420 0.219 -0.020 0.002 0.001
H -6.179 -2.197 2.982 -0.011 0.011 -0.032
H 2.551 0.028 1.748 0.048 0.022 0.007
H 1.876 3.570 4.073 0.008 0.019 0.011
H 1.146 -2.786 4.721 0.023 0.014 0.029
H -5.200 -2.594 -1.176 -0.129 -0.034 0.005
H -0.778 -1.400 5.360 0.038 -0.001 0.021
H 1.169 -3.735 3.240 0.009 -0.002 -0.019
H -3.929 0.691 -3.162 -0.031 -0.016 0.026
H -1.595 -2.686 -4.483 -0.013 -0.013 0.009
```
Forces are in eV/Å.

Output
charge: +2
spin multiplicity: 2
⟨S²⟩: 0.79
HOMO energy (alpha / beta): -14.24 / -14.24 eV
total energy: -50149.5837 eV
frontier orbital gap (alpha / beta): 0.1757 / 0.1907 Ha
ΔE to the lowest compared entry with this formula, charge and spin: 40.0 kJ/mol